29
Properties=species:S:1:pos:R:3 method="wB97M-V/def2-TZVPD" total_charge=0 relative_energy_kj_mol=45.1
C -3.345 -1.782 1.292
C -2.160 -1.349 0.440
O -1.074 -2.191 0.637
Al 0.479 -1.961 -0.208
C 1.850 -1.278 1.102
C 0.379 -0.640 -1.736
C -0.019 0.739 -1.257
C 0.277 1.928 -2.154
I 2.378 2.339 -2.091
H -3.622 -2.811 1.059
H -4.213 -1.149 1.082
H -3.110 -1.700 2.354
H -2.487 -1.319 -0.615
H -1.921 -0.302 0.717
H 0.937 -3.403 -0.796
H 1.664 -0.269 1.510
H 2.852 -1.307 0.659
H 1.860 -1.968 1.952
H 1.407 -0.593 -2.128
H -0.259 -0.964 -2.565
H -1.106 0.762 -1.112
H 0.439 0.922 -0.271
H 0.051 1.759 -3.204
H -0.270 2.816 -1.837
N 1.857 2.947 1.412
H 2.423 3.714 1.772
H 2.053 2.087 1.933
H 0.866 3.174 1.492
H 2.087 2.779 0.406

=====

31
Properties=species:S:1:pos:R:3 method="wB97M-V/def2-TZVPD" spin_multiplicity=4 total_charge=0 relative_energy_kj_mol=0.0
Co -16.844 -13.467 22.689
B -17.915 -15.208 23.128
H -16.811 -15.552 23.040
H -18.602 -16.077 23.430
H -18.000 -14.296 23.808
H -18.227 -14.687 22.159
Cl -14.760 -13.104 23.741
C -14.708 -14.888 20.609
O -15.995 -14.274 20.801
C -16.388 -13.514 19.639
C -17.708 -12.795 19.924
N -17.662 -12.206 21.250
C -19.006 -11.874 21.764
C -18.873 -11.099 23.090
O -17.845 -11.784 23.811
C -17.551 -11.021 24.969
H -14.451 -15.208 19.596
H -14.880 -15.753 21.249
H -13.867 -14.261 20.908
H -16.410 -14.150 18.755
H -15.577 -12.779 19.559
H -18.467 -13.580 19.879
H -17.939 -12.152 19.070
H -17.227 -11.286 21.191
H -19.619 -12.770 21.804
H -19.424 -11.113 21.091
H -19.828 -11.276 23.587
H -18.575 -10.065 22.913
H -16.842 -10.220 24.700
H -16.914 -11.545 25.680
H -18.358 -10.456 25.436

=====

28
Properties=species:S:1:pos:R:3 method="wB97M-V/def2-TZVPD" total_charge=0 relative_energy_kj_mol=163.9
Cs 1.301 1.433 -2.243
B 1.400 3.950 0.165
H 0.390 4.250 0.397
H 2.179 4.550 0.610
H 1.572 2.932 0.478
H 1.476 3.944 -0.912
C -1.218 -2.227 -2.193
C -0.368 -2.195 -0.894
N -0.070 -0.851 -0.373
C 0.994 -0.978 0.626
C 0.619 -1.556 1.983
C -1.254 -0.153 0.167
C -0.954 1.376 0.567
H -1.327 -3.233 -2.598
H -0.726 -1.607 -2.942
H -2.196 -1.760 -2.306
H -0.803 -2.811 -0.106
H 0.607 -2.654 -1.055
H 1.787 -1.635 0.267
H 1.481 -0.003 0.630
H 0.135 -2.531 2.046
H 1.535 -1.714 2.553
H -0.068 -0.933 2.555
H -1.637 -0.746 0.999
H -2.103 -0.029 -0.505
H -0.373 1.391 1.489
H -1.905 1.844 0.820
H -0.471 1.947 -0.226

=====

30
Properties=species:S:1:pos:R:3 method="wB97M-V/def2-TZVPD" total_charge=+2 relative_energy_kj_mol=435.6
B -0.004 -0.562 -0.786
C -4.858 0.082 -0.632
C 4.553 1.287 0.292
C -3.412 0.485 -0.521
C 3.898 -0.069 0.034
C -1.490 -0.563 0.845
C 1.527 -1.108 -0.432
N -2.870 -0.313 0.712
N 2.438 0.106 -0.040
O -1.084 -1.455 -0.194
O 1.572 -2.091 0.570
H -0.409 0.336 -1.381
H -5.237 0.465 -1.573
H -4.933 -1.065 -0.567
H -5.560 0.324 0.093
H 3.768 1.868 0.829
H 5.360 1.076 0.971
H 4.925 1.839 -0.570
H -2.985 1.578 -0.732
H -2.966 0.006 -1.349
H 4.143 -0.869 0.789
H 4.135 -0.532 -0.932
H -0.935 -0.474 1.704
H 1.922 -1.549 -1.493
H -3.615 -1.124 0.807
H -3.203 0.378 1.476
H 2.399 0.815 -0.703
H 2.041 0.502 0.850
H -0.829 -2.385 -0.067
H 2.280 -2.783 0.167

=====

47
Properties=species:S:1:pos:R:3 method="wB97M-V/def2-TZVPD" total_charge=0 energy_ev=-95847.8673
O 2.243 -2.067 0.453
C 1.175 -1.873 -0.067
O 0.126 -1.169 0.575
C 1.019 -2.419 -1.563
P 2.295 -1.371 -2.608
H -0.108 -0.466 -0.060
H 1.240 -3.511 -1.627
H -0.032 -2.250 -1.915
H 3.260 -2.413 -2.392
H 1.444 -1.402 -3.755
H 2.145 -0.321 -1.608
H 3.327 -0.589 -3.317
Be 3.122 1.216 -2.501
C 0.269 -1.080 4.813
C 0.745 -0.401 3.509
O -0.179 -0.638 2.590
H 0.169 -2.157 4.701
H 1.003 -0.902 5.617
H -0.695 -0.679 5.151
H 1.776 -0.782 3.340
H 0.944 0.662 3.785
Cl -1.635 2.335 -1.080
C -2.678 1.717 0.244
C -3.315 0.386 -0.114
Cl -4.538 0.549 -1.418
H -3.422 2.474 0.470
H -2.030 1.596 1.147
H -3.829 -0.017 0.759
H -2.569 -0.351 -0.443
F -2.623 1.758 2.540
O 1.055 -2.507 -5.952
H 0.707 -2.035 -6.768
H 1.908 -2.955 -6.134
H 0.399 -3.128 -5.586
O 2.100 -0.756 -7.666
P 1.450 0.557 -7.199
O 1.822 0.784 -5.735
O -0.074 0.426 -7.296
O 1.915 1.730 -8.061
Na -0.071 1.050 5.624
Cs -5.532 -1.751 -1.791
Cs -0.989 1.057 -2.861
O -0.373 3.163 8.049
Cl -0.670 4.345 8.843
O -0.382 4.066 10.230
O -2.066 4.680 8.691
O 0.150 5.441 8.383

=====

35
Properties=species:S:1:pos:R:3 method="wB97M-V/def2-TZVPD" spin_multiplicity=2 total_charge=+1 relative_energy_kj_mol=621.1
Cu 0.651 -3.171 -0.061
Br 0.195 -1.256 0.643
C 0.196 -3.000 3.212
O 0.232 -3.692 2.193
N -0.315 -1.841 3.156
N 0.662 -3.319 4.419
H -0.090 -1.141 3.849
H -0.781 -1.573 2.301
H 0.506 -2.730 5.225
H 1.099 -4.221 4.540
C 1.280 2.097 0.705
O 2.328 2.015 0.023
N 0.328 1.206 0.751
N 1.046 3.079 1.503
H 0.352 0.447 0.084
H 0.104 0.777 1.637
H 1.723 3.826 1.564
H 0.253 3.073 2.128
C -2.198 1.675 -2.396
C -1.276 0.621 -1.752
C 0.252 0.834 -1.897
O 0.719 0.709 -3.229
C 1.038 -0.614 -3.762
N -1.765 0.510 -0.361
H -1.843 1.660 -3.427
H -2.052 2.629 -1.889
H -3.249 1.413 -2.270
H -1.530 -0.331 -2.218
H 0.901 0.253 -1.241
H 0.600 1.832 -1.631
H 1.788 -0.677 -4.551
H 0.137 -1.098 -4.140
H 1.280 -1.337 -2.984
H -1.584 1.435 0.001
H -0.988 -0.091 -0.126

=====

32
Properties=species:S:1:pos:R:3 method="wB97M-V/def2-TZVPD" total_charge=+1 energy_ev=-23339.8461 smiles="CN(C)[Si](N=[N+]=N)(N(C)C)N(C)C"
C -0.067 -0.513 -2.769
N -0.292 -0.921 -1.370
C -0.589 -2.360 -1.353
Si 0.108 -0.074 -0.012
N 1.874 0.912 -0.326
N 2.037 1.877 -0.945
N 2.017 2.859 -1.566
N -0.905 1.254 0.288
C -2.316 1.124 0.007
C -0.569 2.278 1.209
N 0.677 -0.915 1.323
C 1.567 -2.040 1.188
C 0.101 -0.621 2.633
H -0.474 0.597 -2.856
H 1.027 -0.538 -3.066
H -0.836 -1.059 -3.380
H -0.469 -2.985 -0.437
H -1.635 -2.408 -1.806
H -0.028 -2.854 -2.050
H 2.467 3.750 -1.616
H -2.721 2.109 0.256
H -2.578 0.887 -1.011
H -2.861 0.345 0.655
H 0.564 2.207 1.418
H -0.622 3.317 0.859
H -1.011 2.240 2.229
H 1.928 -2.286 2.286
H 1.198 -2.892 0.718
H 2.549 -1.745 0.669
H -0.054 0.480 2.653
H -0.825 -1.117 2.757
H 0.735 -0.908 3.413

=====

28
Properties=species:S:1:pos:R:3 method="wB97M-V/def2-TZVPD" total_charge=0 relative_energy_kj_mol=124.2 smiles=CCCCCNC.O.O
C 2.929 1.876 -0.546
C 2.018 1.591 0.666
C 1.216 0.263 0.629
C 0.343 0.163 -0.641
C -1.048 0.815 -0.458
N -2.086 0.035 -1.165
C -1.894 -0.268 -2.573
H 2.699 1.182 -1.353
H 3.960 1.629 -0.274
H 2.797 2.899 -0.893
H 2.573 1.585 1.613
H 1.315 2.402 0.876
H 1.955 -0.544 0.584
H 0.590 0.157 1.514
H 0.198 -0.909 -0.842
H 0.860 0.460 -1.547
H -0.879 1.779 -0.955
H -1.327 0.989 0.572
H -2.988 0.377 -0.874
H -1.555 -1.312 -2.619
H -2.698 -0.049 -3.272
H -0.996 0.281 -2.895
O -1.687 -1.226 1.565
H -2.053 -2.119 1.469
H -2.175 -0.728 0.887
O 0.592 -2.552 2.126
H 0.342 -3.194 2.799
H -0.229 -2.147 1.783